This record from the OMol25 dataset describes a structure of composition HN3O4. The level of theory is ωB97M-V with the def2-TZVPD basis set.

Properties
multiplicity = 1
energy above the lowest of the compared OMol25 structures with the same formula, charge and spin = 303.5 kJ/mol
gap between HOMO and LUMO = 9.84 eV
LUMO = -0.85 eV

The geometry in XYZ format:
```
8
HN3O4 (ωB97M-V with the def2-TZVPD basis set)
O 0.60771 -1.04268 -0.10403
O 1.41480 0.91787 1.03177
O -1.41582 -1.76768 -0.08974
O 1.64447 0.90817 -1.07230
N -0.98096 0.46422 0.19045
N 1.32452 0.54949 -0.04515
N -0.71030 -0.78573 -0.04165
H -1.88443 0.75635 0.13064
```



This record from the OMol25 dataset describes a cluster of 2 separate species, C4H9NO in total. The level of theory is ωB97M-V with the def2-TZVPD basis set.

Properties
multiplicity = 1
energy above the lowest of the compared OMol25 structures with the same formula, charge and spin = 217.7 kJ/mol
gap between HOMO and LUMO = 10.56 eV
LUMO = 0.69 eV
SMILES = [H]/N=C(/C)O.C=C

The geometry in XYZ format:
```
15
C4H9NO (ωB97M-V with the def2-TZVPD basis set)
O 0.52194 -0.97078 -1.12554
N -0.73665 0.93925 -1.56229
C -1.50532 -0.99272 1.00602
C 1.57561 1.23084 -0.83627
C -0.95255 -0.62648 2.16710
C 0.32889 0.45251 -1.06950
H 1.43456 -1.23179 -0.92754
H 0.05072 -0.94402 2.43248
H -1.50025 -0.02318 2.88448
H -2.53884 -0.74534 0.77826
H 1.43707 2.27505 -1.12707
H -1.44027 0.19619 -1.61212
H 1.86117 1.18016 0.21618
H 2.38506 0.83755 -1.45694
H -0.92113 -1.57724 0.23277
```



This record from the OMol25 dataset describes a cluster of 2 separate species, C4H8OS in total. The level of theory is ωB97M-V with the def2-TZVPD basis set.

Properties
multiplicity = 1
energy above the lowest of the compared OMol25 structures with the same formula, charge and spin = 521.4 kJ/mol
gap between HOMO and LUMO (alpha / beta) = 7.25 / 7.33 eV
LUMO (alpha / beta) = -2.49 / -2.39 eV

The geometry in XYZ format:
```
14
C4H8OS (ωB97M-V with the def2-TZVPD basis set)
S -4.12348 -0.82033 -0.32975
O -0.32848 2.03086 0.25285
C 0.65727 1.01742 0.38137
C -0.70478 0.26045 -1.51883
C -0.67759 0.75750 -0.09988
C -1.63732 0.07122 0.72827
H -1.81854 -0.04220 -1.63635
H -1.72417 0.57052 1.75085
H 0.82288 0.86070 1.44440
H -1.53735 -1.04852 0.61952
H 1.54737 0.88201 -0.18893
H -2.65833 0.19402 0.32128
H -0.77897 1.05988 -2.36639
H 0.02805 -0.49865 -1.69407
```



This record from the OMol25 dataset describes a structure of composition C7H18I2IrNO3P2. The level of theory is ωB97M-V with the def2-TZVPD basis set.

Properties
multiplicity = 5
energy above the lowest of the compared OMol25 structures with the same formula, charge and spin = 0.0 kJ/mol
gap between HOMO and LUMO (alpha / beta) = 6.89 / 5.54 eV
charge = +2
LUMO (alpha / beta) = -7.50 / -11.29 eV
expectation value of S² = 6.021

The geometry in XYZ format:
```
34
C7H18I2IrNO3P2 (ωB97M-V with the def2-TZVPD basis set)
Ir -0.13806 0.04252 0.26171
I -0.46843 -2.53458 -0.10441
I 2.04402 1.00254 -1.79449
P 1.72784 -0.71273 1.19687
P -1.55976 0.42374 -1.56230
O 0.25391 2.84282 0.60332
O -1.43943 1.95541 1.71184
O -2.19363 -0.89686 2.23963
N -0.42724 1.86612 0.96924
C 1.37981 -1.60202 2.75117
C 2.80468 -1.80010 0.20160
C -1.19392 -0.46831 -3.09106
C -1.33174 -0.41693 1.64922
C -1.54180 2.22405 -1.81149
C -3.27581 0.02596 -1.11879
C 2.62777 0.72903 1.85801
H 2.67774 -1.52505 -0.84798
H 2.07081 1.24160 2.65150
H -0.11302 -0.63672 -3.19228
H -1.72231 -1.43184 -3.12594
H 2.33171 -1.63349 3.30666
H 0.59338 -1.08033 3.32626
H 3.57803 0.35513 2.27032
H 2.79485 1.43983 1.04288
H 2.55451 -2.86149 0.32396
H 1.04155 -2.61817 2.51489
H -1.49857 0.09787 -3.98300
H -3.37630 -1.06748 -1.09062
H -3.53981 0.44771 -0.13412
H -2.13217 2.74975 -1.05394
H -1.93356 2.48940 -2.80299
H -3.95240 0.42555 -1.88958
H 3.86095 -1.63483 0.45625
H -0.50358 2.56189 -1.73234
```



This record from the OMol25 dataset describes a cluster of 6 separate species, C6H14Cl10F3O2PS in total. The level of theory is ωB97M-V with the def2-TZVPD basis set.

Properties
multiplicity = 1
gap between HOMO and LUMO = 9.29 eV
LUMO = 0.20 eV
SMILES = O=S(=O)([PH4])C(F)(F)F.ClCCl.ClCCl.ClCCl.ClCCl.ClCCl

The geometry in XYZ format:
```
37
C6H14Cl10F3O2PS (ωB97M-V with the def2-TZVPD basis set)
Cl 2.71622 7.44061 -1.96155
Cl -0.60728 -2.35444 0.19877
Cl -3.98639 -1.93073 1.77692
Cl 2.12120 0.79512 -1.63549
Cl 4.26017 2.78236 -1.73512
Cl -4.66290 -2.36051 -1.03699
Cl -3.43190 1.64265 -0.97553
Cl -2.15387 -4.52103 -1.00006
Cl 0.58751 5.43781 -1.84971
Cl -5.83321 2.14954 0.61584
S 2.44239 -1.87198 2.49816
P 0.49415 -0.73045 2.23109
F 4.34711 -0.84440 0.94282
F 4.78282 -0.80408 3.02371
F 3.40030 0.62170 2.15638
O 2.56136 -2.36961 3.84391
O 2.58292 -2.87618 1.46669
C -5.15356 1.29777 -0.77719
C 3.73199 1.17656 -2.25202
C 2.19371 5.83085 -2.47376
C -0.56092 -3.77282 -0.86234
C -5.17555 -2.57944 0.64216
C 3.83047 -0.63244 2.13539
H 4.43371 0.44037 -1.87591
H 0.99004 0.19325 3.18429
H -0.24661 -1.82803 2.69925
H 3.70624 1.14816 -3.33532
H 0.75381 -0.63407 0.85623
H 0.13633 -4.49276 -0.44855
H 2.89941 5.09898 -2.09888
H -5.30070 -3.63947 0.83257
H 2.16384 5.80210 -3.55712
H -0.71806 0.05709 2.12471
H -5.27617 0.23189 -0.62655
H -6.11630 -2.06059 0.79055
H -0.23314 -3.45797 -1.84630
H -5.67915 1.61419 -1.67107
```



This record from the OMol25 dataset describes an isolated molecule of C11H17O2P. The level of theory is ωB97M-V with the def2-TZVPD basis set.

Properties
multiplicity = 1
energy above the lowest of the compared OMol25 structures with the same formula, charge and spin = 732.8 kJ/mol
gap between HOMO and LUMO = 9.48 eV
LUMO = 0.44 eV
SMILES = CC1=C=CCC[C@H](O)[C@H](P)CCC1=O

The geometry in XYZ format:
```
31
C11H17O2P (ωB97M-V with the def2-TZVPD basis set)
P 2.76657 1.81093 -0.86557
O -3.36172 1.47767 -0.30254
O 0.83394 -0.36413 1.99010
C 2.29535 -1.22311 0.40426
C -1.09114 -1.24124 -0.53603
C 1.37030 1.01935 -0.03720
C -3.42713 -1.22628 0.40699
C -0.02853 -1.75855 -1.03942
C 1.21294 -2.05786 -0.31085
C -1.09354 1.69844 -0.53602
C 1.84327 0.04953 1.12541
C -2.16498 -0.65565 -0.08997
C -2.34612 0.84769 -0.34157
C 0.05000 1.92647 0.35084
H 0.75948 0.44938 -0.73325
H -1.54441 2.63368 -0.74658
H 2.23399 2.05445 -2.11438
H 2.54974 2.93128 -0.22124
H 0.04232 -0.32781 1.46382
H 0.31655 2.93845 0.58336
H 0.98902 -2.67095 0.57967
H -0.20175 1.33820 1.31673
H -0.71748 1.32329 -1.42067
H -4.32021 -0.68110 0.01046
H 0.16606 -1.92903 -2.09039
H 2.60164 -1.92812 1.06232
H -3.48238 -1.09347 1.49383
H 2.50224 0.64141 1.62864
H -3.62020 -2.23254 0.04727
H 3.08783 -0.92136 -0.25643
H 1.77838 -2.82904 -0.82162
```



This record from the OMol25 dataset describes a cluster of 34 separate species, C10H83O35 in total. The level of theory is ωB97M-V with the def2-TZVPD basis set.

Properties
multiplicity = 1
gap between HOMO and LUMO = 2.09 eV
charge = -1
LUMO = 1.23 eV

The geometry in XYZ format:
```
128
C10H83O35 (ωB97M-V with the def2-TZVPD basis set)
O -6.83270 -0.40797 0.72006
O -1.83589 6.08297 -1.51331
O 5.04454 -5.44565 1.69320
O -3.01796 -4.39289 -0.13852
O 2.13104 -0.02708 -5.75300
O 6.49346 0.98962 -5.16290
O 0.77179 3.93891 5.08208
O -6.50332 -3.76574 2.22371
O 10.38363 -1.37288 2.72543
O -1.70061 3.37378 3.10086
O -3.98691 5.80848 -3.89921
O 4.04852 -0.21795 -3.15666
O -10.45992 -5.85411 3.47792
O 2.27683 1.51273 0.40688
O 6.61348 2.20035 -2.17504
O 8.33704 4.64659 -5.62434
O -4.12815 -4.61886 3.77329
O 4.72422 4.11458 -3.81648
O -7.37454 0.42513 5.47770
O 9.03131 2.01004 -4.12739
O -5.37885 -0.62423 3.86269
O 4.17413 2.32618 -0.42134
O 5.39832 4.82924 0.63720
O -3.59359 -2.37278 2.05665
O 8.07617 -1.19318 -6.40742
O -11.02913 -6.20439 0.26679
O -1.26227 3.11271 -0.81186
O -2.84709 3.30306 -5.05540
O -4.10401 -4.04109 -2.83431
O -9.49660 -3.62479 1.50817
O 6.94121 -3.77079 2.75597
O -0.19481 2.39397 -3.64205
O 7.35628 -0.62009 2.53405
O -4.88156 -0.54826 -1.70095
O -0.07707 -3.87943 1.69239
C 2.30511 0.11674 -0.06980
C -3.56911 0.51154 1.33319
C -4.24671 1.86086 1.45728
C -0.18911 -0.27541 -0.09839
C 1.16375 -0.68005 0.49165
C 4.74147 0.82912 2.35939
C -2.03098 0.50039 1.57582
C 4.01128 1.86398 1.93952
C -1.33646 -0.68813 0.85548
C 3.53330 1.94195 0.53572
H -10.02862 -4.21499 0.95795
H -4.99022 -0.69245 4.73836
H 5.34081 3.74883 -3.17549
H 0.86628 4.49480 5.86076
H 4.63439 0.46771 3.37521
H -3.97700 -0.11255 2.11614
H -4.72787 -3.31045 -2.89493
H 7.44714 0.87633 -5.04864
H 6.39607 -3.98264 3.52050
H -4.59070 -4.91647 4.56067
H 0.65307 -4.46494 1.91736
H -3.14641 -3.72754 0.55470
H -3.81760 -4.05024 -1.90540
H -11.73087 -6.78054 0.58482
H -3.77755 2.59920 0.79923
H 1.16277 -0.60997 1.58049
H 6.00600 -5.50971 1.70651
H -2.08305 -4.61635 -0.07489
H -2.43262 5.83813 -2.23193
H -2.89448 4.00883 -4.39936
H 9.10481 4.11534 -5.38613
H 4.93766 4.07740 0.23886
H 3.24929 -0.31772 0.27544
H 5.48992 0.35667 1.73918
H 6.25595 1.67450 -4.52653
H 3.91521 4.27418 -3.31968
H -4.24877 -1.22869 -1.44988
H 1.18365 -0.15259 -5.63226
H 2.36092 0.13298 -1.15713
H -1.91459 4.29956 3.25273
H 10.59830 -0.69236 3.37123
H -4.70344 -4.86448 3.03554
H 7.67804 4.40509 -4.96653
H -8.24325 0.13960 5.17695
H 1.41774 3.23524 5.19534
H -10.96795 -6.43813 2.90842
H 5.83057 2.38704 -1.63647
H -3.09283 -2.91424 2.67604
H -3.69440 6.42432 -4.57893
H 9.67617 1.59953 -3.54296
H -1.57773 1.45167 1.30226
H -0.74994 3.32982 3.25344
H -6.01090 0.10148 3.93774
H 3.55463 -0.69108 -3.83705
H -1.93164 3.00314 -5.01262
H -10.12927 -5.20142 2.84859
H 0.34256 1.86509 -3.04383
H 8.28329 2.21404 -3.55240
H 8.04980 -1.27997 2.67199
H -0.31439 3.02286 -0.66431
H -7.45951 -3.65173 2.25706
H 2.25574 0.92639 -5.70189
H 8.38530 -0.92450 -7.27756
H -7.26371 -0.73526 -0.07615
H -0.92299 2.69474 -3.07534
H -4.59308 5.21237 -4.35497
H -6.46792 0.47040 0.48092
H 6.37938 -3.19501 2.22353
H -2.09604 -1.20996 0.27363
H -3.78406 0.02892 0.38046
H 4.72047 -6.27649 1.33417
H 3.76447 2.69906 2.58751
H -1.45984 6.92671 -1.77666
H -0.23303 0.79848 -0.27174
H 4.85075 0.09343 -3.58822
H 1.35003 -1.72421 0.23184
H -4.33363 -2.04150 2.58540
H -1.89601 0.35975 2.65282
H 5.57287 5.42964 -0.09327
H 11.04437 -2.05802 2.86648
H -4.22303 2.20390 2.49448
H -9.09854 -3.00012 0.89091
H -6.15738 -2.86415 2.25043
H -7.35354 0.20877 6.41425
H 7.55207 0.06495 3.18033
H -0.77316 -4.10490 2.31945
H -0.95349 -1.40214 1.58436
H -1.43341 4.05177 -0.66062
H -0.34094 -0.82565 -1.02874
H 7.18869 -0.81760 -6.34262
H -10.71280 -6.63247 -0.53539
H -4.87788 0.04183 -0.93211
H 7.23132 1.81161 -1.54661
```



This record from the OMol25 dataset describes a structure of composition C2CuF3NO3S2. The level of theory is ωB97M-V with the def2-TZVPD basis set.

Properties
multiplicity = 3
energy above the lowest of the compared OMol25 structures with the same formula, charge and spin = 0.0 kJ/mol
gap between HOMO and LUMO (alpha / beta) = 5.37 / 6.11 eV
charge = -1
LUMO (alpha / beta) = 3.21 / 2.02 eV
expectation value of S² = 2.010

The geometry in XYZ format:
```
12
C2CuF3NO3S2 (ωB97M-V with the def2-TZVPD basis set)
Cu -1.03812 -1.80829 0.05057
S 0.44831 0.74524 0.46358
S -1.15304 -0.77016 2.24412
F -0.67750 2.66019 -0.99564
F -2.09569 1.08484 -0.61151
F -1.56793 2.46592 0.95901
O 3.10156 -1.23910 -1.32465
O 0.18312 -0.44657 -0.57785
O 1.49639 -2.83572 -0.88949
N 0.24300 0.27081 1.93824
C -1.09351 1.77648 -0.07623
C 2.15343 -1.90365 -1.18015
```



Max |F| across the listed records, respectively: 4.8, 3.0, 5.1, 6.4, 2.6, 5.6, 1.3, 3.0 eV Å⁻¹.